Entry 1:
The following is a DFT calculation (wB97M-V/def2-TZVPD) of a single C7H6NOP molecule at a distorted geometry.

XYZ file:
```
16
Properties=species:S:1:pos:R:3:forces:R:3
C 0.19643 -0.14083 -1.81066 1.005 1.759 4.203
C -0.26062 -1.40463 -1.39812 -0.870 2.610 2.018
C 0.46422 0.87271 -0.84810 -1.109 -0.074 0.214
C -0.76834 -1.58605 -0.11426 0.817 -0.879 -1.728
C 0.00727 0.66438 0.51060 0.609 0.029 -0.132
C -0.57490 -0.62572 0.79240 0.092 3.053 3.887
C -0.02128 1.51508 1.63716 -1.331 0.313 -0.907
N -2.19190 1.16254 3.73410 0.652 0.278 -1.079
O -0.93030 -0.74685 2.10923 -0.076 -1.060 -2.261
P -0.90705 0.67607 3.02809 -0.115 0.189 0.489
H 0.55384 0.11256 -2.73060 0.620 -0.073 -2.718
H -0.31216 -2.12736 -2.10158 -0.224 -2.436 -1.997
H 0.92080 1.87934 -1.04770 -0.480 -1.304 -0.283
H -1.16312 -2.46117 0.30344 -0.587 -1.491 -0.146
H 0.06764 2.62051 1.56638 0.308 -0.966 0.101
H 0.05754 0.11669 3.84859 0.688 0.053 0.341
```
Positions in Å, forces in eV/Å.

Computed properties:
Spin multiplicity: 1
Orbital gap (spin up / spin down) in eV: 5.2 / 4.7
E_HOMO (spin up / spin down) in eV: -7.83 / -7.74
E in hartree: -741.5096
Energy above the lowest of the compared OMol25 structures with the same formula, charge and spin in kJ/mol: 383.76

=====

Entry 2:
The following is a DFT calculation (wB97M-V/def2-TZVPD) of a molecular structure, C6H12AsN3O7P2ReS4.

XYZ file:
```
36
Properties=species:S:1:pos:R:3:forces:R:3
Re -0.28149 0.86072 -0.61603 0.064 0.315 -0.148
C -1.03019 0.78737 3.83664 -0.011 0.022 -0.019
C 0.25041 1.01317 3.03253 0.012 0.013 0.091
O 1.41554 1.05343 3.84776 -0.027 -0.012 0.031
P 0.49888 -0.36186 1.89098 -0.263 -0.073 -0.130
O 1.08174 -1.53633 2.75153 0.033 -0.033 -0.033
O 1.60147 0.14326 0.82831 0.120 -0.078 0.144
O -0.67582 -0.74258 1.04197 0.077 -0.008 0.142
P 0.09485 2.57644 2.04599 -0.294 -0.120 -0.080
O 1.60161 2.72913 1.47587 0.072 -0.001 -0.091
O -0.27937 3.69315 2.91404 -0.056 -0.019 -0.047
O -0.78333 2.16065 0.84036 0.321 0.019 0.434
H -0.93180 -0.10873 4.44933 -0.003 0.001 0.005
H -1.89616 0.68916 3.18141 0.017 -0.004 -0.013
H -1.19120 1.65250 4.48006 0.013 -0.007 0.008
H 1.35983 1.84035 4.40648 -0.003 0.016 -0.012
H 0.88926 -2.41837 2.40460 0.014 -0.012 -0.004
H 2.14347 0.90578 1.12129 -0.028 0.024 -0.036
H 1.95512 3.61620 1.61693 0.011 0.009 0.038
S -1.48577 4.38729 -3.67268 -0.047 0.205 -0.095
As -0.97557 2.41665 -3.52971 -0.111 -0.060 -0.040
S 0.77024 2.13021 -1.96854 0.255 0.101 -0.205
S -2.09113 1.31155 -1.83902 -0.158 -0.119 0.135
S -0.58818 1.09710 -5.06310 0.049 -0.139 -0.153
N -1.72519 -3.88995 -2.75752 0.056 -0.046 0.058
C -0.69688 -3.02155 -2.55484 -0.140 0.052 0.015
C -0.92857 -1.77811 -1.93484 0.067 0.016 -0.108
N 0.07275 -0.94116 -1.72730 0.008 -0.031 0.196
C 1.31425 -1.29477 -2.11948 -0.149 0.035 -0.013
C 1.50688 -2.52085 -2.70983 0.027 -0.027 -0.038
N 0.52099 -3.39062 -2.92313 0.090 0.031 -0.019
H -2.66940 -3.54895 -2.73258 -0.005 0.021 -0.029
H -1.53525 -4.67122 -3.36164 -0.013 0.003 -0.025
H -1.91642 -1.45157 -1.64268 0.006 -0.048 0.019
H 2.10592 -0.57683 -1.97985 0.013 -0.017 0.033
H 2.49851 -2.81064 -3.03332 -0.014 -0.030 -0.009
```
Positions in Å, forces in eV/Å.

Computed properties:
Spin multiplicity: 2
Orbital gap (spin up / spin down) in eV: 5.9 / 6.0
E_HOMO (spin up / spin down) in eV: -7.54 / -7.49
E in hartree: -5516.5739
Energy above the lowest of the compared OMol25 structures with the same formula, charge and spin in kJ/mol: 0.00

=====

Entry 3:
The following is a DFT calculation (wB97M-V/def2-TZVPD) of a molecular structure, C2H4NO at a distorted geometry.

XYZ file:
```
8
Properties=species:S:1:pos:R:3:forces:R:3
C -0.90710 0.83655 0.50648 -5.083 -2.443 -0.329
C 0.05620 -0.20473 0.00111 -1.553 -0.900 0.932
N -0.93666 1.74325 1.29827 2.350 3.051 1.418
O -0.79928 2.72120 1.91054 -0.915 -1.372 -0.602
H -2.31750 0.61266 0.62403 3.728 0.403 -0.779
H 0.75354 0.15435 -0.66897 1.230 1.287 -1.623
H 0.62420 -0.54363 0.84456 0.133 -0.440 0.616
H -0.49350 -1.03059 -0.47417 0.110 0.413 0.368
```
Positions in Å, forces in eV/Å.

Computed properties:
Spin multiplicity: 1
Orbital gap in eV: 9.5
Charge: +1
E_HOMO in eV: -17.35
E in hartree: -208.1332
Energy above the lowest of the compared OMol25 structures with the same formula, charge and spin in kJ/mol: 360.88

=====

Entry 4:
The following is a DFT calculation (wB97M-V/def2-TZVPD) of 2 unconnected molecules or ions with the total composition C11H15N at a distorted geometry.

XYZ file:
```
27
Properties=species:S:1:pos:R:3:forces:R:3
C 1.60077 -0.86134 3.52051 -1.027 0.144 0.509
C 2.32633 0.27368 2.83620 -2.093 1.709 -0.702
H 0.77968 -0.53548 4.18426 0.854 0.470 0.436
H 0.91638 -1.33712 2.82610 0.754 -1.137 -0.437
H 2.30133 -1.45337 4.11357 -0.502 -0.568 -0.413
H 3.39444 0.32516 3.01136 -0.116 0.485 0.354
H 1.67028 1.17886 3.01809 1.651 -0.201 0.616
H 2.14723 0.31722 1.76373 0.464 -0.896 -0.388
C 0.90470 0.24654 -3.55857 2.167 1.428 -0.237
C -1.66529 -0.50327 -0.87166 0.948 1.872 -2.059
C -0.45602 0.23801 -1.28396 -1.410 -1.825 1.034
C -0.11853 -0.23589 -2.58722 -0.430 -0.675 -2.142
C -1.11491 -1.08160 -3.01190 0.411 0.395 1.490
C -2.42468 -0.22288 0.25877 0.433 -0.119 0.819
C -1.94242 0.74859 1.16263 -0.371 -1.134 -2.693
C -0.73202 1.37217 0.78993 0.297 0.256 1.926
C 0.06273 1.08659 -0.32080 -1.130 0.287 0.660
N -2.03014 -1.18581 -2.00937 -1.066 -1.294 0.763
H -3.30571 -0.83681 0.45556 0.020 0.403 -0.009
H -2.61472 1.03797 1.96139 0.625 0.122 0.286
H -2.81887 -1.80729 -2.03699 -0.010 -0.032 -0.033
H -0.36953 2.02414 1.59259 0.299 0.141 -0.649
H -1.21109 -1.70228 -3.88092 0.044 0.177 -0.335
H 1.01348 1.54786 -0.41884 0.623 0.504 -0.157
H 1.19638 -0.22889 -4.54070 -0.906 -0.679 1.382
H 1.88257 0.36135 -3.00954 -0.766 0.208 -0.663
H 0.60763 1.23388 -3.96420 0.235 -0.040 0.641
```
Positions in Å, forces in eV/Å.

Computed properties:
Spin multiplicity: 1
Orbital gap in eV: 8.7
Structure (SMILES): Cc1c[nH]c2ccccc12.CC
E_HOMO in eV: -7.76
E in hartree: -482.8556
Energy above the lowest of the compared OMol25 structures with the same formula, charge and spin in kJ/mol: 156.44

=====

Entry 5:
The following is a DFT calculation (wB97M-V/def2-TZVPD) of a single C6H7N molecule at a distorted geometry.

XYZ file:
```
14
Properties=species:S:1:pos:R:3:forces:R:3
C -1.69695 -1.04337 0.11221 -0.364 -1.153 -1.029
C -0.72592 -0.57657 0.90134 1.536 1.069 0.346
C 1.28469 0.18096 0.24373 -2.980 -0.033 0.560
C -1.92547 0.36865 -0.46941 -2.294 0.865 -2.069
C -0.85932 0.94224 0.42785 1.573 -2.093 -0.468
C 2.58403 -0.42813 0.03265 -0.240 0.265 1.344
N 0.53125 1.07402 -0.10798 -0.095 -0.120 0.414
H -1.96749 -2.11190 -0.29517 0.501 2.395 0.974
H -1.61679 0.38639 -1.55529 -0.376 0.083 0.997
H -2.94393 0.95366 -0.39642 1.621 -1.389 -0.116
H -1.09697 1.80033 0.99796 -0.187 0.624 0.816
H 3.29062 0.34493 0.44224 -0.093 -0.847 -0.947
H 2.52200 -0.56994 -1.06552 1.157 -0.459 0.657
H 2.62027 -1.32126 0.73179 0.241 0.793 -1.478
```
Positions in Å, forces in eV/Å.

Computed properties:
Spin multiplicity: 1
Orbital gap (spin up / spin down) in eV: 7.9 / 8.0
E_HOMO (spin up / spin down) in eV: -7.76 / -7.76
E in hartree: -287.3372
Energy above the lowest of the compared OMol25 structures with the same formula, charge and spin in kJ/mol: 656.58

=====

Entry 6:
The following is a DFT calculation (wB97M-V/def2-TZVPD) of 2 unconnected molecules or ions with the total composition CH3NO2S at a distorted geometry.

XYZ file:
```
8
Properties=species:S:1:pos:R:3:forces:R:3
C 0.05585 0.19329 0.61687 -2.458 2.289 2.751
N -0.42401 0.30352 -0.75739 -1.290 0.009 -0.588
O -1.01387 1.34797 -0.95844 0.157 -0.166 -0.700
O -0.30337 -0.61925 -1.53608 0.086 0.385 -0.111
S 1.11646 -1.18469 0.93511 0.244 -0.295 -0.100
H 0.52206 1.26954 0.75068 -0.990 -2.386 0.388
H -1.22596 0.14454 1.33548 4.274 0.166 -2.093
H 1.27284 -1.45492 -0.38624 -0.022 -0.001 0.453
```
Positions in Å, forces in eV/Å.

Computed properties:
Spin multiplicity: 1
Orbital gap in eV: 9.3
E_HOMO in eV: -9.83
E in hartree: -643.1600
Energy above the lowest of the compared OMol25 structures with the same formula, charge and spin in kJ/mol: 404.76

=====

Q: The highest energy above the lowest of the compared OMol25 structures with the same formula, charge and spin belongs to which entry?
A: C6H7N